(1)
# CH6N3O

A structure of composition CH6N3O at a distorted geometry (ωB97M-V/def2-TZVPD, the OMol25 dataset).

Last column: natural (NBO) charge in e.
CARTESIAN COORDINATES (ANGSTROEM)
H (2.14, 0.34, -0.91)  0.431
H (2.34, 0.26, 0.77)  0.433
C (-0.71, 0.10, 0.05)  0.699
N (-1.79, -0.69, -0.02)  -0.619
H (-1.86, -1.64, 0.11)  0.456
O (-0.75, 1.41, 0.07)  -0.583
N (1.68, 0.57, 0.02)  -0.708
H (-2.67, -0.19, 0.05)  0.448
H (0.98, -1.66, -0.05)  -0.088
N (0.55, -0.38, 0.06)  -0.029
H (0.08, 1.88, -0.15)  0.561

Computed properties:
Net charge   +1
Orbital gap (alpha / beta)   0.2083 / 0.2810 Ha
Spin multiplicity   3
LUMO (alpha / beta)   -4.3 / -9.0 eV
F_max   0.0842 Eh/bohr
Electronic energy   -280.6985 hartree
Energy relative to the best compared isomer or geometry (same formula, charge and spin)   159.5 kJ/mol

***

(2)
# C14H19ClCrN2

A structure of composition C14H19ClCrN2 at a distorted geometry (ωB97M-V/def2-TZVPD, the OMol25 dataset).

Last column: natural (NBO) charge in e.
CARTESIAN COORDINATES (ANGSTROEM)
H (3.60, 1.28, -0.30)  0.215
C (-1.40, -0.78, 0.53)  0.157
C (-0.26, 0.17, 4.01)  -0.146
H (-1.27, -0.64, -2.75)  0.237
H (0.91, -1.17, -2.75)  0.182
C (-0.66, 1.83, -1.85)  -1.041
H (2.52, 2.43, 0.48)  0.185
H (0.45, 0.38, -3.49)  0.205
H (1.28, -1.84, -0.44)  0.206
C (-1.62, -0.97, -1.78)  0.092
H (-3.22, -2.15, -2.56)  0.231
C (2.58, 1.70, -0.35)  -0.995
C (1.08, -0.08, -2.72)  -0.900
C (1.98, -1.00, -0.54)  -0.505
C (-2.52, -1.61, 0.73)  -0.213
C (1.18, 1.09, 2.32)  0.102
H (-0.53, 0.01, 5.04)  0.226
H (2.50, 2.31, -1.28)  0.208
H (2.67, -1.23, -1.36)  0.211
C (0.88, 0.90, 3.66)  -0.245
H (-1.95, -0.91, 3.19)  0.218
H (-2.83, -1.83, 1.75)  0.218
C (-3.20, -2.12, -0.38)  -0.158
H (2.14, 0.09, -2.97)  0.203
H (-0.28, 2.82, -1.51)  0.196
C (-0.68, -0.14, 1.64)  0.187
Cr (0.81, 0.76, -0.83)  1.002
N (0.40, 0.64, 1.32)  -0.460
H (-4.07, -2.76, -0.24)  0.227
N (-0.93, -0.51, -0.72)  -0.401
Cl (2.97, -1.05, 0.90)  -0.027
C (-2.74, -1.80, -1.65)  -0.244
C (-1.05, -0.35, 2.98)  -0.219
H (1.55, 1.33, 4.40)  0.231
H (-1.72, 1.78, -1.55)  0.187
H (2.11, 1.59, 2.05)  0.233
H (-0.66, 1.85, -2.95)  0.196

Computed properties:
Net charge   0
Orbital gap (alpha / beta)   0.2224 / 0.2078 Ha
Spin multiplicity   5
LUMO (alpha / beta)   -0.6 / -1.9 eV
F_max   0.0569 Eh/bohr
Electronic energy   -2158.8252 hartree

***

(3)
# C30H26N2O3Rh

A structure of composition C30H26N2O3Rh (ωB97M-V/def2-TZVPD, the OMol25 dataset).

Last column: natural (NBO) charge in e.
CARTESIAN COORDINATES (ANGSTROEM)
H (-0.41, 6.18, 1.06)  0.232
C (-4.60, -2.21, 0.44)  -0.115
C (1.60, 1.85, 1.78)  0.081
C (0.14, 4.08, 1.10)  -0.103
H (-1.42, -5.62, -3.33)  0.229
C (-0.20, 2.79, 0.69)  0.224
C (1.31, 4.22, 1.88)  -0.100
C (-1.77, -4.18, -0.29)  -0.158
C (-2.39, -1.62, 1.45)  -0.117
C (-1.59, -1.84, 0.38)  -0.127
H (-1.80, -6.21, -0.96)  0.233
H (-1.92, -1.21, 2.35)  0.224
N (-1.62, 1.33, -0.56)  -0.496
C (-4.47, -1.46, 2.73)  -0.146
H (3.39, 1.26, -1.95)  0.221
C (-0.69, 5.19, 0.73)  -0.158
H (4.38, -0.09, -1.36)  0.238
H (-1.29, -1.47, -2.29)  0.192
O (2.69, -2.80, -0.81)  -0.592
C (-3.83, -1.77, 1.53)  -0.153
C (-3.61, 2.14, -1.60)  -0.246
H (-2.90, 0.10, -1.58)  0.208
N (0.52, 1.70, 1.04)  -0.502
C (-1.61, -2.82, -0.64)  -0.146
H (-1.20, -3.25, -4.00)  0.215
C (-1.36, 2.59, -0.13)  0.222
H (3.45, -1.76, -3.08)  0.262
C (-6.59, -2.06, 1.78)  -0.159
C (2.32, -0.60, -1.69)  0.146
C (3.41, 0.39, -1.29)  -0.621
H (1.73, -1.82, -3.37)  0.216
H (-2.45, 5.83, -0.26)  0.233
H (2.94, 3.18, 2.81)  0.245
H (-3.88, -1.11, 3.57)  0.218
H (-4.50, 1.90, -2.18)  0.242
C (-1.81, 4.99, 0.00)  -0.176
C (2.55, -1.16, -3.08)  -0.644
C (-2.18, 3.68, -0.45)  -0.099
H (3.27, 0.72, -0.26)  0.214
C (-1.39, -2.51, -2.00)  -0.218
C (-1.70, -5.17, -1.25)  -0.196
H (0.59, -0.10, -2.50)  0.496
C (-1.48, -4.84, -2.58)  -0.181
O (1.06, 0.17, -1.71)  -0.750
H (-4.00, 4.24, -1.46)  0.233
H (2.13, 0.94, 2.03)  0.234
H (-6.56, -2.70, -0.26)  0.227
C (2.21, -1.71, -0.62)  0.737
C (-5.97, -2.35, 0.57)  -0.227
Rh (-0.12, -0.24, 0.15)  1.267
C (-2.72, 1.12, -1.26)  0.082
H (-4.12, -2.43, -0.50)  0.211
C (-3.34, 3.42, -1.20)  -0.102
H (-1.93, -4.44, 0.75)  0.227
H (1.61, 5.20, 2.21)  0.234
H (-6.32, -1.38, 3.80)  0.230
C (-1.34, -3.51, -2.96)  -0.144
H (-7.66, -2.17, 1.88)  0.228
H (2.65, -0.36, -3.81)  0.215
C (-5.84, -1.61, 2.86)  -0.211
C (2.04, 3.11, 2.22)  -0.243
O (1.59, -1.35, 0.48)  -0.784

Computed properties:
Net charge   +1
Orbital gap (alpha / beta)   0.2428 / 0.2431 Ha
Spin multiplicity   5
LUMO (alpha / beta)   -3.3 / -4.8 eV
F_max   0.0100 Eh/bohr
Electronic energy   -1604.3073 hartree
Energy relative to the best compared isomer or geometry (same formula, charge and spin)   0.0 kJ/mol

***

(4)
# C7H13N4OP

A cluster of 2 separate species, C7H13N4OP in total at a distorted geometry (ωB97M-V/def2-TZVPD, the OMol25 dataset).

Last column: natural (NBO) charge in e.
CARTESIAN COORDINATES (ANGSTROEM)
H (-2.75, -2.37, -1.26)  0.226
N (-1.11, 0.56, -1.12)  -0.418
N (-3.33, -1.87, 1.31)  -0.767
C (-1.40, 0.90, 0.33)  0.767
H (3.82, 1.55, 2.14)  0.215
H (-0.08, 2.32, -1.35)  0.230
H (3.04, 2.03, -0.18)  0.191
N (-2.12, 0.03, 1.01)  -0.599
C (2.59, 1.22, 0.40)  -0.266
C (-2.36, -1.45, -0.86)  -0.396
N (2.24, 0.19, -0.52)  -0.722
C (3.58, 0.74, 1.47)  -0.605
H (-3.63, -2.79, 1.02)  0.397
H (3.13, -0.08, 2.03)  0.202
O (-0.96, 1.95, 0.72)  -0.608
H (-1.36, -0.84, -2.65)  0.216
H (0.90, -1.47, -1.33)  -0.049
H (-0.16, 1.20, -2.86)  0.185
H (1.70, 1.61, 0.91)  0.203
H (0.28, -0.78, 0.57)  -0.074
C (-2.60, -1.08, 0.49)  0.448
H (-3.42, -1.59, 2.27)  0.413
P (1.48, -1.15, -0.09)  0.674
H (4.49, 0.38, 0.99)  0.209
C (-1.58, -0.62, -1.61)  0.073
C (-0.40, 1.41, -1.83)  -0.143

Computed properties:
Net charge   0
Orbital gap (alpha / beta)   0.2384 / 0.2819 Ha
LUMO (alpha / beta)   -0.5 / -0.3 eV
F_max   0.0384 Eh/bohr
Electronic energy   -910.0465 hartree
Energy relative to the best compared isomer or geometry (same formula, charge and spin)   148.9 kJ/mol

***

(5)
# C4H7NO

The molecule C4H7NO at a distorted geometry (ωB97M-V/def2-TZVPD, the OMol25 dataset).

Last column: natural (NBO) charge in e.
CARTESIAN COORDINATES (ANGSTROEM)
H (-0.43, -0.92, 1.87)  0.237
H (0.93, -1.01, -0.15)  0.225
C (-1.40, -0.81, -0.21)  0.154
C (0.79, -0.15, -0.82)  -0.362
N (-0.65, -0.16, -1.09)  -0.594
O (2.55, 1.33, -0.26)  -0.501
H (0.68, 1.72, 0.42)  0.119
H (-0.88, -0.36, -2.06)  0.390
H (-2.14, -0.61, 1.65)  0.246
H (-0.98, 0.68, 1.33)  0.206
H (1.33, -0.39, -1.73)  0.237
C (-1.16, -0.40, 1.23)  -0.786
C (1.37, 1.08, -0.17)  0.430

Computed properties:
Net charge   0
Orbital gap   0.3160 Ha
LUMO   0.5 eV
F_max   0.0275 Eh/bohr
Electronic energy   -286.4834 hartree
Energy relative to the best compared isomer or geometry (same formula, charge and spin)   389.3 kJ/mol